# C8H21BI2InNOP2

C8H21BI2InNOP2 as an isolated structure in a non-equilibrium geometry (ωB97M-V with the def2-TZVPD basis set, the Open Molecules 2025 dataset).

Each line ends with the Mulliken charge.
Cartesian coordinates (Å):
I (2.598, 3.767, 0.266)  -0.116
I (1.302, 0.596, -3.471)  0.209
In (1.101, 1.408, -0.472)  0.836
P (2.395, -1.021, 0.134)  0.569
C (4.131, -0.679, 0.435)  -1.234
C (1.970, -1.681, 1.770)  -1.052
H (2.642, -2.540, 1.926)  0.441
H (3.254, -3.247, -0.144)  0.448
H (0.872, -1.982, 1.743)  0.210
H (1.551, -3.121, -0.736)  0.299
H (4.210, 0.066, 1.239)  0.401
H (2.141, -0.908, 2.547)  0.346
C (2.551, -2.641, -0.713)  -1.062
H (4.652, -1.563, 0.705)  0.411
H (2.938, -2.502, -1.744)  0.378
H (4.606, -0.223, -0.473)  0.360
P (-1.678, 1.797, -0.853)  0.578
C (-1.991, 3.557, -1.047)  -1.238
C (-2.919, 1.126, -2.039)  -1.066
H (-2.596, 0.406, 0.906)  0.189
H (-3.693, 1.843, 0.383)  0.433
H (-2.271, 2.145, 1.472)  0.369
C (-2.654, 1.553, 0.638)  -1.034
H (-3.040, 0.064, -1.848)  0.308
H (-3.856, 1.671, -1.871)  0.440
H (-3.029, 3.751, -1.163)  0.412
H (-1.435, 3.959, -1.947)  0.355
H (-2.582, 1.315, -3.086)  0.371
H (-1.598, 4.081, -0.178)  0.412
C (-0.060, 0.982, 2.925)  0.073
O (0.592, 1.780, 2.432)  -0.063
B (-1.980, -2.675, 0.514)  -0.131
C (-1.046, -1.462, 0.141)  0.026
N (-0.357, -0.587, -0.179)  -0.385
H (-1.368, -3.778, 0.222)  0.153
H (-3.067, -2.592, -0.201)  0.247
H (-2.289, -2.663, 1.771)  0.105

Force components x, y, z for each atom (eV/Å):
-1.00 -1.61 -0.64
0.05 0.13 0.14
0.31 0.43 -0.05
1.25 -0.38 0.73
0.35 2.24 -1.00
-1.51 0.38 0.28
-0.45 0.28 0.15
-0.07 0.10 0.06
1.54 0.14 0.46
0.65 0.07 -0.15
0.09 -0.18 -0.16
-0.18 -0.58 -0.32
-1.03 0.53 -1.39
0.48 -0.83 0.27
-0.30 -0.24 0.55
-0.28 -0.46 0.74
-0.82 1.27 -0.08
2.20 0.84 -1.17
1.23 0.01 -0.98
-0.46 2.36 -0.22
0.57 -0.23 0.37
-0.17 -0.13 -0.04
0.09 -2.50 0.92
-0.17 -0.12 -0.24
0.27 -0.16 0.08
-0.93 0.16 -0.05
-0.68 -0.34 0.89
-0.33 -0.34 0.70
-0.04 0.12 0.05
0.86 1.07 -0.57
-0.98 -1.21 0.67
1.79 0.32 2.63
-0.66 -0.95 0.10
-0.34 -0.47 0.06
-1.13 0.70 -0.94
-0.03 -0.90 -0.03
-0.18 0.51 -1.82

Charge: +2
Frontier orbital gap (spin up / spin down) (hartree): 0.136 / 0.186